{"formula": "C25H46Cl2N4O16S4", "method": "the ωB97M-V functional and the def2-TZVPD basis", "symbols": ["H", "C", "C", "H", "H", "C", "O", "C", "H", "H", "H", "H", "C", "H", "S", "H", "O", "C", "C", "O", "N", "H", "C", "H", "C", "H", "H", "C", "O", "H", "H", "C", "C", "H", "H", "C", "H", "N", "H", "H", "C", "C", "O", "C", "C", "H", "H", "H", "C", "H", "H", "H", "H", "H", "O", "H", "H", "S", "C", "C", "O", "H", "O", "O", "C", "Cl", "H", "O", "N", "C", "C", "O", "H", "H", "H", "H", "H", "H", "O", "S", "C", "Cl", "O", "H", "H", "H", "H", "H", "N", "O", "S", "O", "H", "H", "H", "O", "C"], "coordinates": [[1.732669, -3.296450, 0.885216], [-3.046125, 0.702887, 4.806879], [1.733174, 2.311829, -2.636518], [2.500768, 1.777022, -5.200702], [-2.092413, -5.080140, -3.020890], [4.776220, 4.257521, 4.434891], [-2.936442, 3.095646, 0.915662], [4.444729, -2.008154, -2.685526], [3.847052, 3.312774, -3.815401], [-0.985337, 1.735876, 6.715678], [-3.696935, -3.296579, -2.279710], [-6.601910, -2.032747, 0.699180], [2.273679, 1.071344, -3.201849], [-5.776581, -0.489627, 2.544180], [-3.477810, 3.408527, -0.372415], [-1.694680, 0.250159, 3.286266], [-2.199840, 3.184919, -1.320763], [4.103082, -3.221349, -3.517523], [-6.054626, -1.122453, 0.504508], [1.682509, -3.079166, 2.917550], [0.148999, -1.165671, -2.200481], [0.004098, 1.774912, 3.767350], [-3.756022, 1.420404, -2.000979], [4.676160, -3.318912, -4.425370], [3.882067, -1.963958, -1.282065], [-0.532496, -1.542868, 0.949243], [4.939416, 2.642519, -4.975031], [-1.660908, 0.508415, 4.367972], [-4.175035, 4.577357, -0.679535], [-1.412637, 2.760301, 4.350269], [3.647204, 0.495138, -4.886913], [4.257734, 2.351275, -4.112020], [-1.725508, -4.065408, -3.163921], [4.319199, -4.133845, -3.004746], [-3.576356, -3.045283, -4.047954], [-0.229579, -2.233346, -2.240569], [-1.114504, -0.288266, 4.832304], [-4.160111, 0.861289, 5.053503], [-0.657832, -3.196265, 1.282566], [3.813409, -2.966559, -0.767010], [-2.690018, 2.453506, -2.459989], [1.364448, -2.539975, 1.599724], [1.143793, -0.928233, 4.111898], [-2.991553, -3.124206, -3.127402], [0.374017, 3.089409, 0.672799], [-6.719749, -0.478531, -0.054607], [4.776338, 1.902207, -3.290768], [2.892747, 0.653871, -2.417642], [3.152011, 1.366333, -4.476547], [-1.144523, 1.446931, 0.922280], [5.297299, 3.297130, 4.381919], [-3.217030, 3.105795, -3.141236], [3.712702, 4.021459, 4.487296], [1.516289, 0.321557, -3.383151], [-2.665002, -0.699056, 0.040293], [-1.238900, -4.024188, -4.134813], [-2.735843, -2.084758, -2.884956], [0.698523, -2.291854, 3.986411], [-0.832970, 1.802504, 4.498060], [-5.270856, -0.480157, 1.600078], [0.338891, -3.176803, 5.046310], [4.483941, -1.217262, -0.756063], [2.569262, 1.576186, 2.709609], [-4.372018, 2.188715, -0.898061], [-0.244785, 1.908364, 5.881500], [5.248330, 5.074334, 2.925947], [-0.150964, 3.545463, 1.557433], [-4.148702, -1.375023, 1.817919], [1.642712, -3.477601, -4.448780], [-0.172486, -2.313502, 1.613541], [-0.691222, -3.656821, -2.145826], [-4.975248, -1.526771, -0.407970], [-1.046714, -3.833187, -1.185340], [-0.067862, 1.387961, -0.582724], [0.490351, 1.113219, 6.035091], [5.561344, -1.900361, -2.696706], [-4.394281, 1.145375, -2.885369], [0.199519, 3.672101, -0.212337], [1.784114, 2.929246, 0.826950], [-3.595940, -1.747912, 0.387967], [2.702834, -3.340770, -4.026930], [5.095812, 5.148858, 5.934044], [3.192240, 0.909306, 0.382452], [-3.282141, 0.516716, -1.649750], [-4.845511, 0.512067, 1.380759], [0.221146, 2.856625, 6.041717], [4.088087, -1.074285, -3.242246], [-1.767593, 1.956090, -2.894589], [1.303104, 3.316854, -2.280615], [-0.532640, -2.131567, 3.014594], [2.232057, 1.520858, 1.309503], [0.874039, 0.809460, 1.167185], [2.834661, -1.686057, -1.267625], [0.205583, -4.325009, -2.275322], [1.908562, -1.597907, 1.516592], [-3.170964, -3.124891, 0.432314], [-0.157769, 1.655153, 0.469894]], "forces_ev_per_a": [[-0.41, 0.50, 0.23], [-0.13, -0.42, 0.03], [-0.35, -0.18, -0.57], [-0.63, 0.35, -1.05], [0.40, -0.11, 0.24], [-0.29, -0.91, -0.11], [-0.97, 0.57, -0.05], [0.38, 1.57, -1.25], [-0.14, 0.01, 0.38], [0.38, 0.39, -0.95], [0.49, -0.71, -0.67], [-0.03, -0.18, 0.78], [1.17, 0.04, -0.56], [-0.38, 0.34, 0.46], [1.94, -2.32, 0.64], [-0.23, -0.03, 0.62], [-1.48, -0.38, -0.41], [-1.13, -0.32, -0.93], [0.66, -0.25, -1.24], [-1.28, 0.61, 0.91], [0.50, 1.87, 0.01], [-0.56, 0.00, 0.34], [1.33, 1.21, -0.29], [0.56, 0.39, -0.35], [-0.18, -0.91, 0.44], [0.18, 0.78, 0.37], [-0.65, -0.88, 1.03], [-0.10, 1.25, -1.72], [-0.63, 1.45, -0.02], [0.20, -1.24, -0.37], [-0.40, -0.56, 0.10], [0.08, 0.83, -1.50], [-1.68, 1.24, -0.69], [0.05, -0.65, 0.67], [0.21, -0.48, 0.04], [-0.94, -2.96, 0.26], [-0.20, -0.41, 0.58], [0.38, -0.03, -0.04], [-0.55, -1.03, -0.05], [0.90, 0.89, -0.40], [1.21, -1.45, -1.04], [0.13, 0.26, 0.56], [0.48, -1.25, 1.06], [-0.02, 0.52, 0.89], [-1.51, -0.62, 0.98], [0.13, 0.44, -0.05], [0.85, 0.11, 0.46], [0.30, -0.18, 0.29], [0.20, 0.49, 1.37], [0.73, 0.08, -0.33], [0.12, 0.40, 0.52], [0.42, 0.53, -0.36], [0.11, 0.34, -0.57], [-0.42, 0.16, -0.07], [-0.53, -1.12, -0.48], [-0.20, 0.03, -0.23], [0.56, 0.01, -0.36], [0.52, 0.40, -1.60], [-0.01, 1.01, 0.01], [0.33, 0.26, 1.26], [0.69, 0.87, -0.43], [-0.46, -0.36, 0.52], [0.00, 0.01, -1.20], [-0.27, -1.00, -0.66], [-0.38, -1.20, 1.33], [-0.32, 0.15, 0.44], [1.05, -0.26, -0.60], [-0.41, -0.34, -0.38], [0.07, 0.06, 0.07], [1.09, -0.64, 0.36], [1.90, -0.18, -1.41], [0.74, -0.31, -0.30], [-0.69, -0.02, 1.96], [-0.39, -0.19, 0.07], [0.17, 0.15, -0.09], [-0.91, -0.29, 0.23], [-0.10, 0.75, 1.31], [0.06, 0.31, -0.24], [0.23, 0.97, -0.35], [0.63, 0.01, 0.97], [0.45, 0.16, 0.59], [0.33, -0.05, -0.33], [-1.59, 1.37, 1.39], [-0.15, -0.08, 0.59], [-0.51, -0.26, -0.18], [0.37, 0.61, 0.16], [0.45, -1.19, 0.66], [-1.29, 0.72, 0.20], [0.00, -0.15, 0.05], [-0.67, -0.51, -1.21], [2.55, -1.24, 0.56], [-2.21, -0.17, -0.45], [-0.21, 0.59, -0.21], [-0.64, 0.83, 0.10], [-0.02, -0.08, -0.32], [-0.50, 1.45, -0.62], [1.04, -0.27, 0.24]], "lowdin_charge": [0.13, -0.21, -0.20, 0.09, 0.11, -1.04, -0.24, -0.26, 0.06, 0.10, 0.06, 0.13, -0.18, 0.13, 0.59, 0.11, -0.20, -0.18, -0.10, -0.20, 0.19, 0.09, -0.11, 0.11, -0.11, 0.09, 0.10, -0.18, -0.18, 0.13, 0.09, -0.11, -0.22, 0.11, 0.07, -0.21, 0.08, 0.14, 0.10, 0.09, -0.16, -0.13, -0.23, -0.09, -0.16, 0.14, 0.07, 0.08, -0.23, 0.11, 0.03, 0.12, 0.02, 0.07, -0.26, 0.09, 0.05, 0.64, -0.26, -0.14, -0.21, 0.08, -0.24, -0.21, -0.12, 0.49, 0.15, -0.18, 0.16, -0.13, -0.19, -0.21, 0.07, 0.10, 0.07, 0.13, 0.15, 0.08, -0.18, 0.61, -0.19, 0.50, -0.26, 0.07, 0.14, 0.06, 0.10, 0.15, 0.19, -0.21, 0.55, -0.23, 0.04, 0.12, 0.11, -0.22, -0.09], "homo_lumo_gap_ev": 10.60, "e_homo_ev": -10.50, "fmax_ev_per_a": 3.12, "e_lumo_ev": 0.1}